(1)
DFT (ωB97M-V with the def2-TZVPD basis set) results for a 9-piece molecular cluster, C52H138N16O7P4 overall at a distorted geometry.

CARTESIAN COORDINATES (ANGSTROEM)
P (5.427, -3.882, -1.614)
P (0.536, 4.548, 3.169)
P (-3.205, -4.955, 0.623)
P (-5.330, 2.016, -1.766)
O (-1.906, -4.788, -0.056)
O (1.620, 0.303, 0.259)
O (6.787, -3.856, -1.028)
O (0.248, 4.006, 1.810)
O (1.947, -1.510, 1.480)
O (-0.148, -0.616, 1.244)
O (-6.375, 2.384, -2.770)
N (-4.232, 0.784, -2.096)
N (4.945, -5.484, -1.660)
N (-6.126, 1.419, -0.434)
N (1.011, 6.138, 3.149)
N (5.312, -3.314, -3.158)
N (-4.317, 3.312, -1.446)
N (1.727, 3.679, 3.902)
N (4.247, -3.008, -0.817)
N (-0.910, 4.449, 4.083)
N (-4.472, -4.929, -0.460)
N (0.620, -2.526, -4.441)
N (-0.054, -4.188, 4.523)
N (-3.382, -3.906, 1.848)
N (-3.512, -6.423, 1.389)
N (4.482, 3.389, -0.422)
N (-0.469, 5.903, -2.581)
C (-2.983, 1.060, -2.776)
C (3.987, 4.515, -1.202)
C (-4.332, 4.483, -2.293)
C (-4.367, -4.766, -1.857)
C (1.204, -0.713, 1.048)
C (-4.634, -0.597, -1.943)
C (-1.015, -4.322, -5.035)
C (2.608, 4.180, 4.893)
C (-4.239, -4.078, 3.008)
C (0.747, 7.102, 4.222)
C (-7.408, 2.049, -0.133)
C (-0.718, 0.505, 0.657)
C (0.263, -2.036, -3.127)
C (5.897, -6.562, -1.417)
C (4.936, 5.739, -1.320)
C (0.525, 1.125, -0.047)
C (4.297, 3.625, 1.001)
C (-0.610, 6.973, -3.526)
C (0.256, 7.274, -0.692)
C (0.003, -2.760, 4.424)
C (3.803, -3.488, 0.461)
C (3.668, -5.958, -2.071)
C (0.394, -3.973, -4.692)
C (-3.895, -7.572, 0.559)
C (0.046, -4.700, 5.878)
C (-0.171, 3.915, -4.082)
C (4.185, -2.642, -3.789)
C (0.629, -5.065, 2.312)
C (1.883, 2.287, 3.529)
C (0.911, -2.774, -1.944)
C (-2.139, 4.855, 3.422)
C (0.993, -4.747, 3.739)
C (-5.843, -4.903, 0.045)
C (-5.389, 0.881, 0.683)
C (-0.573, 6.106, -1.113)
C (6.392, -3.593, -4.123)
C (0.462, 4.909, -3.026)
C (-1.157, -2.040, 5.070)
C (-0.675, -6.020, 6.231)
C (4.841, 2.574, 1.895)
C (-1.005, 4.094, 5.477)
C (0.186, -1.641, -5.544)
C (4.435, 1.544, -2.071)
C (3.795, 2.187, -0.879)
C (-2.696, -6.790, 2.563)
C (4.412, -1.513, -0.912)
C (2.178, 6.455, 2.308)
C (-2.787, -2.612, 1.800)
C (1.005, -0.349, -5.438)
C (-1.389, 1.277, 1.765)
C (-3.311, 3.249, -0.396)
C (-1.971, 7.626, -3.395)
H (5.678, 5.709, -0.558)
H (2.994, 4.781, -0.855)
H (-0.196, -4.057, 6.678)
H (-2.082, 8.376, -4.226)
H (-0.911, -2.091, -3.048)
H (-3.123, 1.212, -3.811)
H (-2.501, 2.008, -2.410)
H (0.629, 8.054, 3.735)
H (-6.448, -5.604, -0.556)
H (0.765, 0.359, -6.219)
H (-3.991, -8.439, 1.199)
H (-1.435, 0.111, -0.095)
H (-0.169, 6.877, 4.860)
H (-3.430, -1.949, 1.154)
H (1.806, -4.018, 3.621)
H (5.496, 5.589, -2.214)
H (3.199, 3.722, 1.230)
H (-3.899, -1.102, -1.324)
H (-1.160, 5.020, 6.068)
H (-1.768, -7.341, 2.311)
H (1.368, -5.633, 4.285)
H (-0.946, -1.513, -5.541)
H (-1.258, -4.036, -6.039)
H (2.048, 5.849, 1.381)
H (0.953, -2.434, 4.782)
H (-7.374, 2.248, 0.905)
H (-2.150, 0.649, 2.158)
H (1.573, 7.099, 4.929)
H (4.210, 6.639, -1.376)
H (3.038, 6.198, 2.951)
H (-0.417, 6.491, -4.469)
H (-4.612, -5.680, -2.372)
H (-6.095, 0.193, 1.247)
H (-1.763, -5.946, 6.029)
H (0.847, 4.329, -2.180)
H (3.593, -2.070, -3.078)
H (0.704, -4.551, -3.836)
H (-1.668, -3.725, -4.373)
H (-2.178, 8.185, -2.459)
H (4.587, -1.907, -4.515)
H (0.777, 0.149, -4.539)
H (2.764, 5.220, 4.663)
H (-0.418, -6.310, 7.251)
H (3.598, -6.287, -3.126)
H (0.592, -2.366, -0.978)
H (2.126, -0.523, -5.501)
H (6.084, -4.237, -4.891)
H (0.473, -3.785, -2.037)
H (-1.988, -2.673, 5.089)
H (-0.889, -1.717, 6.041)
H (0.034, -4.214, 1.931)
H (6.901, -6.186, -1.169)
H (-2.259, 0.352, -2.568)
H (7.310, -3.901, -3.598)
H (2.755, 2.486, -1.171)
H (-0.128, -5.839, 2.225)
H (5.269, 0.937, -1.707)
H (1.748, 2.091, 2.446)
H (-4.812, -7.371, -0.055)
H (-3.711, -3.937, 3.987)
H (-3.579, 3.924, 0.411)
H (-1.883, 2.184, 1.428)
H (-0.764, 1.537, 2.579)
H (-1.827, -2.742, 1.349)
H (1.367, 5.410, -3.489)
H (3.474, -1.025, -0.544)
H (-8.302, 1.398, -0.304)
H (3.724, 1.428, -0.098)
H (0.410, 1.173, -1.164)
H (2.919, -5.163, -2.036)
H (-0.320, -6.865, 5.592)
H (-4.956, -3.253, 2.941)
H (-5.020, 4.325, -3.123)
H (-3.339, 4.775, -2.798)
H (-4.556, 5.344, -1.743)
H (-2.719, 6.814, -3.529)
H (0.531, 3.092, -4.233)
H (6.759, -2.635, -4.501)
H (-1.624, 6.276, -0.940)
H (4.796, 2.275, -2.749)
H (-5.993, -5.296, 1.073)
H (-3.342, -4.614, -2.156)
H (-6.209, -3.924, 0.035)
H (4.003, -2.730, 1.235)
H (-1.904, 5.442, 2.514)
H (5.791, 2.304, 1.387)
H (3.938, 4.104, -2.231)
H (-0.336, 5.204, -0.609)
H (1.172, 1.586, 4.075)
H (-0.071, 3.609, 5.762)
H (3.776, 0.901, -2.642)
H (-2.376, -5.955, 3.222)
H (0.120, 7.765, -3.379)
H (-3.302, 2.217, -0.070)
H (1.289, 7.155, -0.992)
H (6.032, -7.187, -2.269)
H (-3.087, -7.755, -0.213)
H (2.900, 2.008, 3.770)
H (-4.607, -1.070, -2.935)
H (1.055, -4.893, 6.136)
H (5.044, 2.915, 2.897)
H (0.758, 2.116, 0.373)
H (-0.441, 4.431, -4.996)
H (1.133, -4.223, -5.474)
H (-1.209, -5.364, -4.989)
H (-2.781, -2.257, 2.830)
H (-2.703, 5.470, 4.123)
H (-2.769, 3.994, 3.176)
H (-0.137, 8.179, -1.191)
H (-3.233, -7.446, 3.228)
H (4.786, 4.568, 1.286)
H (1.981, -2.833, -1.945)
H (-2.368, 3.553, -0.829)
H (2.189, 7.550, 2.039)
H (4.338, 1.676, 1.905)
H (2.094, 4.228, 5.924)
H (-7.424, 2.992, -0.680)
H (2.773, -3.667, 0.413)
H (4.333, -4.425, 0.722)
H (-1.172, 3.760, -3.622)
H (-4.545, 0.240, 0.388)
H (-4.999, 1.660, 1.351)
H (3.276, -6.828, -1.582)
H (0.476, -2.117, -6.512)
H (5.606, -7.201, -0.584)
H (-4.825, -5.054, 2.861)
H (-5.619, -0.660, -1.481)
H (3.481, -3.304, -4.331)
H (4.700, -1.216, -1.920)
H (1.469, -5.223, 1.637)
H (-4.919, -3.963, -2.357)
H (3.559, 3.630, 4.910)
H (0.560, -1.007, -3.098)
H (-1.367, -1.140, 4.462)
H (-1.815, 3.366, 5.675)
H (0.093, -2.628, 3.284)
H (5.223, -1.287, -0.164)
H (0.268, 7.565, 0.372)

Calculated values
orbital gap	0.300	hartree
energy above the lowest of the compared OMol25 structures with the same formula, charge and spin	0.0	kJ/mol
E_LUMO	0.30	eV

---

(2)
DFT (ωB97M-V with the def2-TZVPD basis set) results for a 2-piece molecular cluster, C11H15N overall at a distorted geometry.

CARTESIAN COORDINATES (ANGSTROEM)
N (2.122, 2.405, 0.122)
C (1.712, 0.278, 0.941)
C (2.094, 1.078, 2.080)
C (1.339, 0.586, -1.511)
C (1.746, 1.063, -0.266)
C (1.378, -1.104, 0.947)
C (-3.648, -0.630, -1.728)
C (2.194, 2.379, 1.488)
C (2.367, 0.708, 3.475)
C (-4.699, -1.598, -2.319)
C (1.160, -0.807, -1.458)
C (1.196, -1.648, -0.322)
H (2.343, 3.274, 1.917)
H (-5.253, -1.030, -3.069)
H (1.971, 3.239, -0.424)
H (1.532, 1.002, 4.100)
H (1.081, 1.350, -2.389)
H (-3.929, -0.348, -0.649)
H (-2.576, -1.081, -1.559)
H (2.808, -0.356, 3.818)
H (1.521, -1.790, 1.787)
H (-3.651, 0.355, -2.111)
H (-5.396, -2.029, -1.620)
H (3.226, 1.016, 4.114)
H (0.912, -2.654, -0.271)
H (-4.299, -2.405, -2.870)
H (0.747, -1.254, -2.223)

Calculated values
orbital gap	0.309	hartree
energy above the lowest of the compared OMol25 structures with the same formula, charge and spin	299.8	kJ/mol
E_LUMO	0.91	eV

---

(3)
DFT (ωB97M-V with the def2-TZVPD basis set) results for C21H30N2SiTi as an isolated structure at a distorted geometry.

CARTESIAN COORDINATES (ANGSTROEM)
Ti (0.201, 0.748, 2.325)
Si (0.396, -0.124, -3.298)
N (-0.895, 2.531, 2.635)
N (2.032, 1.676, 2.803)
C (-0.832, 0.243, 4.355)
C (0.254, 0.247, 0.285)
C (0.849, -1.098, 3.481)
C (0.711, -2.847, -4.089)
C (-0.137, 3.698, 3.206)
C (0.562, -0.093, 4.457)
C (1.110, -1.823, -3.209)
C (-1.369, -0.182, -3.836)
C (1.224, -4.144, -3.937)
C (2.617, -3.385, -2.105)
C (-2.243, -1.058, -3.167)
C (-3.202, 0.521, -5.274)
C (0.790, 3.286, 4.347)
C (-1.845, 0.581, -4.915)
C (-3.593, -1.112, -3.527)
C (-1.402, -0.545, 3.304)
C (2.120, -2.084, -2.267)
C (2.122, 2.677, 3.927)
C (-0.366, -1.382, 2.769)
C (2.161, -4.422, -2.933)
C (-4.080, -0.317, -4.569)
H (-5.132, -0.348, -4.834)
H (2.602, 2.173, 4.776)
H (1.202, 0.724, -4.233)
H (-0.499, -2.147, 2.005)
H (-3.573, 1.127, -6.102)
H (1.033, 4.210, 4.893)
H (0.508, 0.575, -2.013)
H (-0.721, -0.146, -0.048)
H (3.369, -3.585, -1.341)
H (2.707, 0.914, 2.954)
H (-2.454, -0.565, 3.020)
H (2.796, 3.465, 3.574)
H (2.544, -5.432, -2.805)
H (-1.385, 0.878, 5.052)
H (2.526, -1.268, -1.667)
H (-1.708, 2.328, 3.237)
H (0.013, -2.637, -4.901)
H (-0.885, 4.411, 3.578)
H (0.279, 2.647, 5.079)
H (-4.263, -1.783, -2.985)
H (0.894, -4.939, -4.612)
H (-1.315, 2.776, 1.728)
H (0.505, 1.148, -0.305)
H (0.392, 4.187, 2.377)
H (2.353, 2.114, 1.928)
H (-1.152, 1.206, -5.482)
H (1.017, -0.531, 0.111)
H (-1.864, -1.710, -2.377)
H (1.794, -1.627, 3.369)
H (1.233, 0.245, 5.251)

Calculated values
charge	+1
orbital gap (alpha / beta)	0.296 / 0.298	hartree
energy above the lowest of the compared OMol25 structures with the same formula, charge and spin	0.0	kJ/mol
E_LUMO (alpha / beta)	-2.80 / -2.79	eV
multiplicity	2